Record 1
A 7-piece molecular cluster, C16H49N3O7 overall in a non-equilibrium geometry, computed with the ωB97M-V functional and the def2-TZVPD basis.

maximum force: 3.771 eV/A
energy above the lowest of the compared OMol25 structures with the same formula, charge and spin: 1403.09 kJ/mol

Last columns: bonded neighbours and bond lengths (Å).
CARTESIAN COORDINATES (ANGSTROEM)
1 O -0.005 0.721 2.173  H37 0.960, H66 0.960, H73 0.960
2 O -3.987 7.302 3.175  C19 1.411, C23 1.441
3 O 1.728 -2.759 -4.998  C17 1.410, C25 1.464
4 O -5.047 -2.823 3.186  H35 0.960, H47 0.960, H48 0.960
5 O -1.603 -2.613 6.340  C12 1.433
6 O -4.414 0.130 -0.942  C18 1.410
7 O 6.985 -1.336 -2.670  C16 1.382, C26 1.455
8 N -1.531 5.803 3.865  C21 1.459, H56 1.010, H70 1.010
9 N 3.054 -1.777 -7.356  C11 1.377, H52 1.010, H64 1.010
10 N 4.618 -0.651 -1.035  C22 1.401, H36 1.010, H49 1.010
11 C 1.711 -1.498 -7.231  N9 1.377, C24 1.515, C25 1.561, H61 1.090
12 C -1.849 -2.989 7.701  O5 1.433, C15 1.474, H39 1.090, H67 1.090
13 C -5.073 -1.163 -2.962  C18 1.517, H31 1.090, H42 1.090, H65 1.090
14 C -2.569 4.963 5.881  C21 1.502, H45 1.090, H54 1.090, H75 1.090
15 C -3.220 -2.744 8.183  C12 1.474, H38 1.090, H57 1.090, H71 1.090
16 C 7.817 -2.159 -3.405  O7 1.382, H43 1.090, H46 1.090, H58 1.090
17 C 1.075 -3.652 -4.124  O3 1.410, H29 1.090, H41 1.090, H63 1.090
18 C -4.386 0.044 -2.350  O6 1.410, C13 1.517, H34 1.090, H44 1.090
19 C -4.604 6.492 2.198  O2 1.411, H33 1.090, H53 1.090, H59 1.090
20 C 5.559 -1.576 0.895  C22 1.514, H28 1.090, H55 1.090, H62 1.090
21 C -2.809 5.490 4.495  N8 1.459, C14 1.502, C23 1.551, H27 1.090
22 C 5.857 -0.922 -0.439  N10 1.401, C20 1.514, C26 1.592, H60 1.090
23 C -3.747 6.726 4.474  O2 1.441, C21 1.551, H51 1.090, H69 1.090
24 C 1.182 -1.381 -8.646  C11 1.515, H32 1.090, H40 1.090, H68 1.090
25 C 1.127 -2.629 -6.327  O3 1.464, C11 1.561, H30 1.090, H74 1.090
26 C 6.817 -1.841 -1.315  O7 1.455, C22 1.592, H50 1.090, H72 1.090
27 H -3.331 4.767 3.868  C21 1.090
28 H 6.501 -1.748 1.416  C20 1.090
29 H 1.809 -4.284 -3.624  C17 1.090
30 H 1.293 -3.578 -6.837  C25 1.090
31 H -5.290 -1.060 -4.025  C13 1.090
32 H 1.313 -2.302 -9.214  C24 1.090
33 H -4.790 7.176 1.371  C19 1.090
34 H -4.702 0.981 -2.809  C18 1.090
35 H -4.999 -1.997 2.700  O4 0.960
36 H 4.823 0.209 -1.524  N10 1.010
37 H 0.046 0.143 2.939  O1 0.960
38 H -3.601 -1.750 7.950  C15 1.090
39 H -1.167 -2.421 8.334  C12 1.090
40 H 1.650 -0.681 -9.338  C24 1.090
41 H 0.356 -4.202 -4.731  C17 1.090
42 H -6.117 -1.080 -2.662  C13 1.090
43 H 8.171 -1.581 -4.259  C16 1.090
44 H -3.312 0.084 -2.532  C18 1.090
45 H -3.356 4.269 6.175  C14 1.090
46 H 8.703 -2.432 -2.831  C16 1.090
47 H -5.278 -3.550 2.603  O4 0.960
48 H -4.230 -2.990 3.662  O4 0.960
49 H 4.426 -1.285 -1.797  N10 1.010
50 H 6.266 -2.756 -1.532  C26 1.090
51 H -3.204 7.507 5.006  C23 1.090
52 H 3.450 -1.970 -6.448  N9 1.010
53 H -5.574 6.164 2.572  C19 1.090
54 H -2.438 5.692 6.680  C14 1.090
55 H 5.106 -0.731 1.413  C20 1.090
56 H -1.390 6.728 4.245  N8 1.010
57 H -3.918 -3.523 7.876  C15 1.090
58 H 7.187 -2.948 -3.815  C16 1.090
59 H -4.025 5.683 1.752  C19 1.090
60 H 6.391 0.003 -0.223  C22 1.090
61 H 1.619 -0.566 -6.673  C11 1.090
62 H 4.937 -2.466 0.800  C20 1.090
63 H 0.541 -3.092 -3.356  C17 1.090
64 H 3.518 -0.953 -7.712  N9 1.010
65 H -4.650 -2.165 -2.876  C13 1.090
66 H 0.565 0.389 1.476  O1 0.960
67 H -1.521 -4.014 7.874  C12 1.090
68 H 0.114 -1.210 -8.511  C24 1.090
69 H -4.668 6.535 5.025  C23 1.090
70 H -1.797 6.060 2.925  N8 1.010
71 H -3.343 -2.785 9.265  C15 1.090
72 H 7.766 -2.118 -0.856  C26 1.090
73 H -0.902 0.764 1.834  O1 0.960
74 H 0.064 -2.389 -6.300  C25 1.090
75 H -1.694 4.317 5.956  C14 1.090

***

Record 2
A 10-piece molecular cluster, C16H50F3N16O12S overall in a non-equilibrium geometry, computed with the ωB97M-V functional and the def2-TZVPD basis.

maximum force: 8.649 eV/A
charge: -1

Last columns: bonded neighbours and bond lengths (Å).
CARTESIAN COORDINATES (ANGSTROEM)
1 S -0.145 1.203 -0.989  O6 1.476, O7 1.446, O12 1.475, C38 1.901
2 F 1.906 1.622 0.645  C38 1.367
3 F 1.626 -0.540 0.062  C38 1.364
4 F 0.339 0.390 1.525  C38 1.317
5 O -4.670 3.016 0.565  C33 1.208
6 O -0.993 2.221 -0.339  S1 1.476
7 O -0.877 0.025 -1.395  S1 1.446
8 O -2.461 -4.214 -2.580  C36 1.355, C39 1.442
9 O 4.470 1.853 -3.585  C46 1.214
10 O -3.625 3.579 -4.219  C37 1.216
11 O 3.686 5.845 -0.462  C43 1.214
12 O 0.648 1.791 -2.085  S1 1.475
13 O -0.532 5.922 3.187  C47 1.247
14 O 4.711 1.118 0.776  C34 1.270
15 O 3.283 -3.590 -1.964  C35 1.226
16 O 1.314 -3.528 4.103  C44 1.440, C48 1.491
17 N -2.828 -1.400 -0.298  C45 1.491, H54 1.010, H98 1.010
18 N -3.316 1.417 0.835  C33 1.301, H49 1.010, H89 1.010
19 N 4.834 1.075 3.031  C34 1.282, H74 1.010, H82 1.010
20 N 3.415 0.739 -2.045  C46 1.233, H64 1.010, H84 1.010
21 N -1.139 4.722 1.372  C47 1.316, H78 1.010, H92 1.010
22 N 5.508 0.501 -2.266  C46 1.285, H50 1.010, H81 1.010
23 N -5.372 0.849 0.456  C33 1.303, H56 1.010, H83 1.010
24 N 5.313 2.877 2.070  C34 1.279, H61 1.010, H97 1.010
25 N -3.275 3.040 -2.125  C37 1.261, H51 1.010, H86 1.010
26 N 4.175 4.388 -2.066  C43 1.312, H68 1.010, H94 1.010
27 N 1.601 -2.231 -2.488  C35 1.279, H69 1.010, H75 1.010
28 N 0.062 -5.021 2.138  C42 1.453, H95 1.010, H96 1.010
29 N 1.039 4.807 1.923  C47 1.374, H59 1.010, H85 1.010
30 N -5.200 3.556 -2.640  C37 1.281, H65 1.010, H76 1.010
31 N 1.414 -3.516 -0.832  C35 1.263, H62 1.010, H70 1.010
32 N 2.110 4.714 -1.560  C43 1.317, H52 1.010, H53 1.010
33 C -4.547 1.823 0.714  O5 1.208, N18 1.301, N23 1.303
34 C 4.940 1.666 1.898  O14 1.270, N19 1.282, N24 1.279
35 C 2.159 -3.138 -1.780  O15 1.226, N27 1.279, N31 1.263
36 C -1.912 -4.306 -3.816  O8 1.355, H71 1.090, H91 1.090, H93 1.090
37 C -4.023 3.337 -3.096  O10 1.216, N25 1.261, N30 1.281
38 C 1.003 0.623 0.411  S1 1.901, F2 1.367, F3 1.364, F4 1.317
39 C -2.288 -2.898 -2.017  O8 1.442, C45 1.473, H57 1.090, H90 1.090
40 C -4.141 -3.362 -0.351  C45 1.560, H58 1.090, H63 1.090, H67 1.090
41 C -2.106 -4.922 2.980  C42 1.541, H73 1.090, H79 1.090, H88 1.090
42 C -0.756 -4.180 2.996  N28 1.453, C41 1.541, C48 1.518, H72 1.090
43 C 3.357 4.940 -1.200  O11 1.214, N26 1.312, N32 1.317
44 C 1.489 -2.105 3.975  O16 1.440, H55 1.090, H77 1.090, H80 1.090
45 C -2.688 -2.853 -0.600  N17 1.491, C39 1.473, C40 1.560, H66 1.090
46 C 4.438 1.122 -2.616  O9 1.214, N20 1.233, N22 1.285
47 C -0.247 5.189 2.219  O13 1.247, N21 1.316, N29 1.374
48 C -0.080 -3.999 4.344  O16 1.491, C42 1.518, H60 1.090, H87 1.090
49 H -2.991 0.461 0.849  N18 1.010
50 H 6.351 0.741 -2.767  N22 1.010
51 H -2.358 2.627 -2.222  N25 1.010
52 H 1.461 5.425 -1.255  N32 1.010
53 H 1.745 4.006 -2.181  N32 1.010
54 H -3.656 -1.067 -0.770  N17 1.010
55 H 1.621 -1.532 4.893  C44 1.090
56 H -4.981 -0.050 0.702  N23 1.010
57 H -1.266 -2.589 -2.235  C39 1.090
58 H -4.898 -3.031 -1.062  C40 1.090
59 H 1.162 4.135 1.179  N29 1.010
60 H -0.644 -3.306 4.968  C48 1.090
61 H 5.414 3.486 1.271  N24 1.010
62 H 1.827 -4.142 -0.157  N31 1.010
63 H -4.218 -4.435 -0.175  C40 1.090
64 H 2.594 1.289 -2.258  N20 1.010
65 H -5.984 3.884 -3.186  N30 1.010
66 H -1.986 -3.257 0.130  C45 1.090
67 H -4.653 -2.959 0.523  C40 1.090
68 H 5.158 4.601 -1.973  N26 1.010
69 H 2.305 -1.879 -3.120  N27 1.010
70 H 0.513 -3.084 -0.678  N31 1.010
71 H -0.926 -3.850 -3.905  C36 1.090
72 H -0.844 -3.220 2.487  C42 1.090
73 H -2.447 -4.998 1.947  C41 1.090
74 H 5.087 1.575 3.871  N19 1.010
75 H 0.597 -2.124 -2.468  N27 1.010
76 H -5.198 3.213 -1.690  N30 1.010
77 H 0.649 -1.703 3.408  C44 1.090
78 H -2.116 4.965 1.443  N21 1.010
79 H -2.100 -5.915 3.429  C41 1.090
80 H 2.428 -1.980 3.437  C44 1.090
81 H 5.619 0.207 -1.307  N22 1.010
82 H 4.823 0.072 2.905  N19 1.010
83 H -6.361 0.986 0.300  N23 1.010
84 H 3.419 0.298 -1.136  N20 1.010
85 H 1.734 4.915 2.648  N29 1.010
86 H -3.561 3.212 -1.172  N25 1.010
87 H -0.046 -4.970 4.838  C48 1.090
88 H -2.995 -4.423 3.365  C41 1.090
89 H -2.616 2.115 0.627  N18 1.010
90 H -2.822 -2.189 -2.649  C39 1.090
91 H -2.553 -3.681 -4.438  C36 1.090
92 H -0.824 3.931 0.829  N21 1.010
93 H -1.799 -5.301 -4.246  C36 1.090
94 H 3.888 3.759 -2.802  N26 1.010
95 H 1.026 -4.723 2.174  N28 1.010
96 H 0.093 -5.900 2.633  N28 1.010
97 H 5.802 3.114 2.922  N24 1.010
98 H -2.088 -0.872 -0.738  N17 1.010

***

Record 3
A 9-piece molecular cluster, C16H50O16 overall in a non-equilibrium geometry, computed with the ωB97M-V functional and the def2-TZVPD basis.

maximum force: 1.704 eV/A
structure (SMILES): OCCO.OCCO.OCCO.OCCO.OCCO.OCCO.OCCO.CO.CO
energy above the lowest of the compared OMol25 structures with the same formula, charge and spin: 0.00 kJ/mol

Last columns: bonded neighbours and bond lengths (Å).
CARTESIAN COORDINATES (ANGSTROEM)
1 O 1.849 -5.340 -2.691  C31 1.390, H35 0.970
2 O -2.691 5.642 0.972  C28 1.416, H74 0.944
3 O 0.949 1.269 0.052  C17 1.416, H73 0.985
4 O 1.626 2.004 -2.799  C32 1.426, H37 0.958
5 O -2.037 -6.035 -0.399  C23 1.433, H76 0.953
6 O -2.449 3.286 -0.298  C30 1.412, H39 0.967
7 O -3.360 -3.006 1.040  C27 1.418, H65 0.971
8 O -0.258 -0.938 -1.197  C21 1.401, H75 0.986
9 O 3.340 -0.253 -2.290  C19 1.408, H67 0.957
10 O -1.807 -2.772 3.550  C24 1.466, H63 0.966
11 O -2.344 1.093 -1.966  C26 1.440, H38 0.970
12 O 4.094 4.730 1.752  C18 1.420, H47 0.959
13 O -3.619 -0.912 4.779  C20 1.432, H71 0.968
14 O 2.927 0.073 1.803  C25 1.407, H44 0.967
15 O 1.681 4.628 3.081  C29 1.404, H34 0.952
16 O 0.368 -2.904 -3.129  C22 1.446, H66 0.972
17 C -0.084 0.555 0.705  O3 1.416, C21 1.518, H49 1.097, H51 1.094
18 C 3.196 3.656 1.523  O12 1.420, C29 1.500, H52 1.105, H70 1.103
19 C 2.542 -0.037 -3.430  O9 1.408, C32 1.500, H40 1.087, H78 1.104
20 C -2.522 -0.530 3.940  O13 1.432, C24 1.480, H48 1.090, H55 1.096
21 C -0.211 -0.871 0.202  O8 1.401, C17 1.518, H68 1.095, H80 1.095
22 C -0.238 -4.139 -2.683  O16 1.446, C31 1.479, H45 1.093, H58 1.084
23 C -2.811 -5.280 0.540  O5 1.433, C27 1.527, H41 1.091, H79 1.089
24 C -1.365 -1.451 4.006  O10 1.466, C20 1.480, H43 1.079, H60 1.086
25 C 4.125 -0.263 1.146  O14 1.407, H46 1.108, H53 1.082, H59 1.087
26 C -2.585 1.761 -3.219  O11 1.440, H36 1.089, H42 1.096, H81 1.104
27 C -2.629 -3.819 0.136  O7 1.418, C23 1.527, H50 1.091, H72 1.086
28 C -1.503 5.447 0.226  O2 1.416, C30 1.502, H56 1.094, H64 1.088
29 C 2.439 3.479 2.807  O15 1.404, C18 1.500, H54 1.099, H82 1.116
30 C -1.288 3.964 0.132  O6 1.412, C28 1.502, H69 1.097, H77 1.103
31 C 0.561 -5.267 -3.209  O1 1.390, C22 1.479, H61 1.105, H62 1.068
32 C 2.413 1.404 -3.825  O4 1.426, C19 1.500, H33 1.103, H57 1.084
33 H 3.361 1.968 -3.858  C32 1.103
34 H 2.196 5.413 2.922  O15 0.952
35 H 2.278 -4.477 -2.795  O1 0.970
36 H -3.652 1.902 -3.389  C26 1.089
37 H 1.876 2.915 -2.639  O4 0.958
38 H -2.427 1.708 -1.221  O11 0.970
39 H -3.153 3.644 0.261  O6 0.967
40 H 1.543 -0.451 -3.321  C19 1.087
41 H -2.378 -5.326 1.541  C23 1.091
42 H -2.081 2.734 -3.233  C26 1.096
43 H -1.035 -1.539 5.030  C24 1.079
44 H 2.301 0.444 1.166  O14 0.967
45 H -0.244 -4.159 -1.590  C22 1.093
46 H 4.044 -0.983 0.307  C25 1.108
47 H 4.648 4.446 2.481  O12 0.959
48 H -2.883 -0.436 2.916  C20 1.090
49 H 0.158 0.566 1.775  C17 1.097
50 H -1.555 -3.627 0.125  C27 1.091
51 H -1.031 1.096 0.624  C17 1.094
52 H 2.652 3.971 0.615  C18 1.105
53 H 4.610 0.608 0.724  C25 1.082
54 H 1.771 2.617 2.677  C29 1.099
55 H -2.235 0.459 4.315  C20 1.096
56 H -1.592 5.740 -0.825  C28 1.094
57 H 1.906 1.432 -4.783  C32 1.084
58 H -1.287 -4.293 -2.907  C22 1.084
59 H 4.739 -0.756 1.895  C25 1.087
60 H -0.536 -1.083 3.409  C24 1.086
61 H 0.069 -6.214 -2.922  C31 1.105
62 H 0.527 -5.269 -4.276  C31 1.068
63 H -1.046 -3.360 3.640  O10 0.966
64 H -0.606 5.922 0.620  C28 1.088
65 H -2.832 -2.796 1.827  O7 0.971
66 H 0.096 -2.206 -2.510  O16 0.972
67 H 2.908 0.231 -1.586  O9 0.957
68 H -1.083 -1.320 0.690  C21 1.095
69 H -0.573 3.809 -0.685  C30 1.097
70 H 3.715 2.717 1.266  C18 1.103
71 H -4.010 -1.731 4.444  O13 0.968
72 H -2.973 -3.620 -0.875  C27 1.086
73 H 0.952 1.183 -0.929  O3 0.985
74 H -2.407 5.937 1.822  O2 0.944
75 H -1.077 -0.449 -1.450  O8 0.986
76 H -1.935 -6.939 -0.113  O5 0.953
77 H -0.959 3.498 1.076  C30 1.103
78 H 3.075 -0.506 -4.276  C19 1.104
79 H -3.847 -5.612 0.572  C23 1.089
80 H 0.697 -1.388 0.531  C21 1.095
81 H -2.116 1.148 -4.008  C26 1.104
82 H 3.121 3.261 3.663  C29 1.116

***

Number 1: total energy -36173.3171 eV. Number 2: total energy -84807.4211 eV. Number 3: total energy -50158.9340 eV.